102
Properties=species:S:1:pos:R:3 method="wB97M-V/def2-TZVPD" multiplicity=1 e_lumo_ev=-5.82 homo_ev=-11.119 homo_lumo_gap_ev=5.30 total_charge=+1
Cl 2.63198 3.16561 -1.12567
Cl 5.21242 -2.13071 0.10073
S -1.54403 2.65584 1.96155
S -2.69635 0.07641 0.51111
F -3.71449 3.14102 0.33683
F -2.11586 4.84604 0.37201
F -1.65384 2.88507 -0.69003
O -2.72463 2.27936 2.84697
O -3.06023 10.09313 0.38711
O -0.84871 3.78167 2.66734
O -2.70296 -5.49932 0.78419
O -8.85432 2.03917 1.26345
O -0.54464 -6.73084 -5.11114
O 3.58592 -0.30293 -0.88654
O 5.71393 -4.97432 2.94257
O 1.11296 -4.35695 -0.71262
O 3.90207 6.18766 -1.22434
N -0.37702 -1.04955 0.42136
N -0.95413 0.05371 0.85149
C 3.96882 -0.80332 0.20542
C 0.00873 -9.01429 -5.48031
C -3.44131 8.94762 0.52977
C 1.84113 2.33776 2.67858
C 2.48926 3.49303 1.73154
C -3.06291 -3.54663 2.07108
C -8.07321 2.90223 0.91136
C -2.18821 -8.27811 -4.36172
C 1.22742 -4.46294 -3.08865
C -4.76684 8.63828 1.17404
C -2.60559 7.78228 0.06873
C 8.06229 -5.25064 3.19975
C -2.34154 3.46352 0.43546
C -3.02707 -5.03431 1.85980
C 4.93845 6.32226 -3.36015
C 6.75106 -5.41486 2.47833
C -6.81013 3.17612 1.68486
C -0.87655 -7.89749 -4.99535
C -0.94446 -4.90238 -1.78271
C 1.78280 -0.09340 1.39212
C 6.77078 -6.14455 1.16136
C 1.01127 -1.19800 0.63104
C 0.52073 -4.55583 -1.76376
C 3.36349 -0.28636 1.62459
C 4.81178 6.64240 -1.89471
C -0.47065 1.21768 1.52838
C 5.85299 7.54619 -1.29020
C 1.69536 3.75880 0.36821
C -8.33077 3.73827 -0.31440
C -3.40159 -5.91578 3.02067
C 1.07151 1.19721 1.89133
H 2.64583 4.40990 2.39051
H 1.65130 4.90741 0.23353
H 3.88355 0.71659 1.83161
H -2.92656 -0.50024 -0.73288
H -0.50932 -9.59234 -6.24846
H -2.71755 -5.74325 3.85441
H -5.40730 8.10369 0.46894
H 8.75823 -4.68002 2.58097
H 6.84133 7.09174 -1.38707
H -1.49760 -4.14028 -2.33648
H -2.76857 -3.04684 1.14507
H 1.55382 -2.13227 0.24632
H 5.75719 -6.18748 0.75635
H 7.40915 -5.61378 0.45159
H -9.27461 3.43121 -0.76993
H 3.58879 -1.06475 2.44721
H -4.42993 -5.71106 3.32629
H -8.40244 4.79226 -0.03730
H 5.63603 7.68962 -0.22942
H -2.00901 -8.89048 -3.47529
H -1.67953 8.15456 -0.37513
H 2.27647 -4.20592 -2.92280
H -5.25887 9.57167 1.45548
H 1.24792 2.78953 3.56257
H -2.35471 7.14585 0.91952
H -6.81411 4.20508 2.05106
H 8.48200 -6.23070 3.43607
H 3.54624 3.10302 1.46355
H -6.75648 2.50020 2.54118
H 4.87861 7.24073 -3.94783
H -4.61197 8.03904 2.07409
H 5.88615 5.81338 -3.54882
H -2.80371 -8.82354 -5.08015
H -2.36154 -3.26522 2.85981
H 7.89652 -4.70689 4.13231
H -3.32802 -6.96254 2.71842
H -7.52768 3.59152 -1.04016
H 2.74893 1.82487 3.18500
H 1.17946 -5.42502 -3.60287
H -3.15001 7.20989 -0.68564
H 0.61437 3.40264 0.34931
H 5.83372 8.51901 -1.78593
H 0.76855 -3.68346 -3.70051
H -4.07473 -3.22992 2.33328
H -1.08978 -5.88315 -2.24031
H 7.13289 -7.16446 1.30681
H 0.28549 -9.65933 -4.64361
H 4.12100 5.66196 -3.65830
H -2.72080 -7.37330 -4.06031
H 0.91854 -8.59285 -5.91338
H -5.94027 3.00397 1.04864
H -1.32207 -4.93510 -0.75809